A cluster of 3 separate species, C56H48BrClF7NO8S3 in total. Source: the Open Molecules 2025 dataset; level of theory: ωB97M-V/def2-TZVPD.

Geometry as ORCA input:
```
! RIJCOSX wB97M-V def2-TZVPD def2/J DEFGRID3
* xyz 0 1
Br 5.31 0.04 0.93
Cl -2.83 6.18 -1.75
S -1.41 4.73 -1.50
S -0.41 1.90 5.82
S -0.10 -0.21 3.20
F -0.96 -0.61 6.13
F -1.35 0.35 9.20
F -2.37 0.75 7.02
F 0.52 1.21 8.52
F 0.80 -1.15 9.62
F 1.25 -1.24 7.53
F -0.60 -2.07 8.29
O -4.10 3.98 -9.82
O -0.46 4.88 -2.57
O -1.38 2.04 4.77
O -0.90 4.88 -0.18
O -1.80 -8.78 4.57
O -4.43 3.35 -4.51
O -0.06 -4.52 1.83
O -0.21 3.07 6.63
N 2.70 -0.95 2.72
C -2.30 -6.25 5.66
C 2.24 1.72 5.97
C 3.51 1.47 -3.61
C -3.63 4.65 -6.31
C 2.49 -0.48 -2.28
C 3.72 0.42 -2.52
C 4.48 2.65 -3.39
C -0.06 0.06 0.47
C -5.53 1.34 -6.13
C -1.38 -7.81 3.96
C -0.43 -5.48 2.47
C 3.64 0.40 4.50
C -5.40 1.70 -8.88
C 2.53 -0.05 3.78
C 1.25 0.41 4.15
C -0.34 -9.26 2.23
C -1.14 -5.32 3.76
C 1.91 -0.42 -0.89
C -1.51 0.50 0.53
C -3.07 5.59 -5.46
C -4.34 3.48 -5.72
C -1.62 -6.43 4.47
C 5.68 -3.13 0.83
C -0.40 0.30 8.26
C -0.62 -7.98 2.69
C 0.57 -0.02 -0.76
C -2.49 -4.98 6.16
C 0.52 -7.05 0.78
C -4.91 2.47 -6.65
C -0.18 -6.87 1.97
C -2.82 5.88 -8.21
C 0.27 -1.10 8.40
C 0.67 -0.27 1.60
C 2.63 -0.76 0.27
C -1.57 2.04 0.43
C -6.02 0.58 -8.35
C 4.04 -1.26 0.14
C -6.08 0.40 -6.98
C 3.50 1.26 5.58
C 3.92 5.07 -2.66
C -2.74 2.55 -0.43
C -1.33 -4.04 4.28
C -2.24 6.81 -7.35
C -1.08 0.51 6.86
C -3.52 4.80 -7.69
C -4.15 3.83 -8.62
C 3.98 3.58 -2.25
C -4.84 2.64 -8.03
C 1.13 1.28 5.24
C -2.37 6.67 -5.98
C 0.36 -9.43 1.05
C 0.78 -8.33 0.32
C 4.24 -2.70 0.65
C -2.30 3.21 -1.74
C -2.00 -3.87 5.47
C 2.01 -0.66 1.53
H -0.68 -10.11 2.80
H -6.46 -0.16 -9.02
H -1.69 2.52 -2.31
H 0.85 -6.18 0.22
H -3.35 3.26 0.13
H 2.11 2.37 6.81
H 0.01 0.24 -1.65
H -1.68 7.64 -7.76
H -6.56 -0.48 -6.57
H 3.69 -1.09 2.56
H 4.53 -0.21 -2.87
H 4.32 -1.30 -0.90
H -0.63 2.40 0.03
H 5.41 2.19 -3.04
H -0.95 -3.19 3.74
H -3.38 1.71 -0.70
H -3.03 -4.84 7.09
H 4.63 5.64 -2.07
H 4.37 1.59 6.13
H 3.81 -3.31 -0.14
H 3.64 -2.90 1.54
H -1.93 7.39 -5.31
H 4.61 0.05 4.20
H 1.71 -0.14 -2.97
H 2.92 5.46 -2.53
H -1.97 0.14 1.44
H 6.23 -3.03 -0.11
H -5.58 1.21 -5.05
H -3.19 3.46 -2.31
H 3.75 1.05 -4.58
H -3.18 5.47 -4.39
H 2.67 -1.52 -2.55
H -2.00 0.07 -0.34
H 4.66 3.18 -4.31
H 4.08 0.88 -1.60
H -2.72 5.99 -9.28
H 4.18 5.21 -3.71
H 6.19 -2.59 1.62
H -1.68 2.43 1.44
H -2.68 -7.11 6.19
H 2.96 3.28 -2.02
H -2.14 -2.88 5.87
H -5.35 1.85 -9.95
H 2.48 1.83 -3.62
H 4.58 3.45 -1.36
H 0.57 -10.43 0.69
H 1.32 -8.46 -0.60
H 5.69 -4.18 1.09
*
```

- LUMO energy: -1.1 eV
- HOMO-LUMO gap: 6.889 eV
- SMILES: CCCCCCc1cc(CCCCS(=O)(=O)Cl)c2c(c1[C@@H](Br)CC)Nc1cccc(S(=O)(=O)C(F)(F)C(F)(F)C(F)(F)F)c1S2.O=C1c2ccccc2C(=O)c2ccccc21.O=C1c2ccccc2C(=O)c2ccccc21
- E_HOMO: -8.007 eV

Atomic partial charges in e from the Löwdin method, atoms 1 to 99:
1. Br 0.7587
2. Cl 0.4129
3. S 0.3339
4. S 0.7465
5. S 1.0958
6. F 0.0849
7. F 0.1711
8. F 0.1533
9. F 0.1640
10. F 0.1883
11. F 0.2017
12. F 0.2042
13. O 0.1086
14. O -0.3486
15. O -0.2844
16. O -0.3224
17. O 0.1064
18. O 0.0892
19. O 0.1040
20. O -0.2565
21. N 0.0955
22. C -0.0013
23. C -0.0578
24. C -0.2122
25. C -0.0789
26. C -0.1334
27. C -0.2051
28. C -0.2051
29. C -0.2314
30. C -0.0037
31. C -0.2772
32. C -0.2755
33. C 0.0048
34. C -0.0010
35. C -0.2332
36. C -0.3797
37. C -0.0024
38. C -0.0789
39. C -0.1451
40. C -0.1477
41. C -0.0046
42. C -0.2659
43. C -0.0834
44. C -0.1316
45. C -0.3802
46. C -0.0818
47. C 0.0145
48. C -0.0503
49. C -0.0049
50. C -0.0821
51. C -0.0821
52. C -0.0001
53. C -0.5920
54. C -0.3479
55. C -0.1634
56. C -0.1708
57. C -0.0553
58. C -0.5883
59. C -0.0570
60. C -0.0494
61. C -0.0918
62. C -0.2022
63. C 0.0060
64. C -0.0501
65. C -0.4630
66. C -0.0828
67. C -0.2765
68. C -0.2327
69. C -0.0805
70. C -0.2820
71. C -0.0432
72. C -0.0579
73. C -0.0590
74. C -0.2645
75. C -0.2752
76. C -0.0487
77. C -0.1922
78. H 0.1204
79. H 0.1078
80. H 0.1105
81. H 0.1177
82. H 0.1148
83. H 0.1089
84. H 0.1194
85. H 0.1084
86. H 0.1074
87. H 0.0551
88. H 0.1140
89. H 0.0639
90. H 0.1001
91. H 0.1030
92. H 0.0941
93. H 0.1129
94. H 0.1088
95. H 0.0629
96. H 0.1113
97. H 0.1208
98. H 0.1031
99. H 0.1112



An isolated molecule of C2H6N2S. Source: the Open Molecules 2025 dataset; level of theory: ωB97M-V/def2-TZVPD.

Geometry as ORCA input:
```
! RIJCOSX wB97M-V def2-TZVPD def2/J DEFGRID3
* xyz 0 1
S -0.87 -1.66 -0.32
N 1.97 -1.11 -0.04
N -0.03 -0.09 -0.49
C 1.35 -0.05 -0.34
C -0.94 0.97 -0.05
H -1.74 1.22 -0.97
H -1.57 -1.45 1.12
H -1.24 1.19 1.07
H -0.22 1.89 -0.08
H 1.99 0.91 -0.53
H 1.31 -1.83 0.64
*
```

- LUMO energy: 0.3 eV
- Energy relative to the best compared isomer or geometry (same formula, charge and spin): 376.6 kJ/mol
- HOMO-LUMO gap: 9.137 eV
- SMILES: [H]/N=C\N(C)S
- E_HOMO: -8.858 eV

Partial charges, Löwdin, in e:
1. S 0.6747
2. N -0.0107
3. N -0.5482
4. C -0.4191
5. C -0.2413
6. H 0.1368
7. H 0.0035
8. H 0.1015
9. H 0.0764
10. H 0.1471
11. H 0.0793



An isolated molecule of C4H5NO. Source: the Open Molecules 2025 dataset; level of theory: ωB97M-V/def2-TZVPD.

Geometry as ORCA input:
```
! RIJCOSX wB97M-V def2-TZVPD def2/J DEFGRID3
* xyz 0 1
O 0.61 -0.35 -1.44
N 0.96 1.03 0.70
C -0.64 0.00 -0.91
C 0.45 -0.31 0.96
C -0.43 0.75 0.43
C 0.36 -1.17 -0.32
H 1.49 1.03 -0.17
H -1.20 1.31 0.96
H -0.66 -1.69 -0.54
H 0.50 -0.73 1.96
H -1.45 0.13 -1.64
*
```

- LUMO energy: 1.0 eV
- Energy relative to the best compared isomer or geometry (same formula, charge and spin): 548.6 kJ/mol
- HOMO-LUMO gap: 9.539 eV
- SMILES: N1[C@@H]2[C@H]1[C@@H]1O[C@H]21
- E_HOMO: -8.575 eV

Partial charges, Löwdin, in e:
1. O -0.0616
2. N 0.0788
3. C -0.1645
4. C -0.2192
5. C -0.2170
6. C -0.0921
7. H 0.1063
8. H 0.1336
9. H 0.1535
10. H 0.1315
11. H 0.1508